(1)
The molecule C5H8O in a non-equilibrium geometry. Source: OMol25; level of theory: the ωB97M-V functional and the def2-TZVPD basis.

The geometry in XYZ format:
```
14
Properties=species:S:1:pos:R:3
O -1.67 -0.21 0.09
C 1.62 0.26 -0.08
C 0.47 -0.61 0.15
C -0.68 -1.03 0.82
C -1.09 0.84 -0.83
C 0.28 0.92 -0.16
H -0.70 -2.10 0.75
H 0.09 1.59 0.69
H -0.89 0.42 -1.89
H -0.57 -1.02 1.98
H 0.30 -1.10 -0.70
H 2.47 0.17 -0.86
H -1.77 1.68 -0.84
H 2.14 0.20 0.88
```

- Largest force on an atom: 4.63 eV Å⁻¹
- Energy relative to the best compared isomer or geometry (same formula, charge and spin): 136.8 kcal per mole
- Gap between HOMO and LUMO: 9.979 eV
- LUMO energy: 1.03 eV
- Total energy: -270.3399 hartree

---

(2)
The molecule C6H5P in a non-equilibrium geometry. Source: OMol25; level of theory: the ωB97M-V functional and the def2-TZVPD basis.

The geometry in XYZ format:
```
12
Properties=species:S:1:pos:R:3
P 3.01 0.28 0.67
C -0.71 -1.23 1.29
C 1.22 -0.19 0.40
C 0.23 0.37 -0.56
C -1.81 -0.61 0.57
C 0.56 -1.06 1.25
C -1.30 0.23 -0.38
H -2.06 0.65 -1.14
H 2.81 1.03 -0.38
H -2.82 -0.85 0.54
H 0.52 1.43 -0.76
H 0.35 -0.05 -1.50
```

- Largest force on an atom: 6.23 eV Å⁻¹
- Energy relative to the best compared isomer or geometry (same formula, charge and spin): 60.6 kcal per mole
- Gap between HOMO and LUMO (alpha / beta): 7.141 / 6.798 eV
- LUMO energy (alpha / beta): -0.64 / -0.81 eV
- Total energy: -572.7431 hartree

---

(3)
A structure of composition C16H23BF4N9O4Re in a non-equilibrium geometry. Source: OMol25; level of theory: the ωB97M-V functional and the def2-TZVPD basis.

The geometry in XYZ format:
```
58
Properties=species:S:1:pos:R:3
Re -0.22 -0.62 0.70
F 2.19 0.67 -3.19
F 3.31 2.01 -1.69
F 4.31 0.16 -2.53
F 1.36 -0.57 -0.33
O -1.59 0.71 -1.88
O -1.74 -0.45 2.16
O -0.83 1.19 0.11
O -1.74 0.85 3.85
N -0.75 -2.04 -0.77
N 0.55 2.02 4.34
N -1.14 0.34 2.97
N -1.63 -3.28 1.00
N 2.76 0.61 1.90
N 0.14 0.45 2.64
N 2.20 1.53 2.79
N 0.48 -2.42 1.62
N -2.35 3.41 -2.42
C 1.99 -3.67 2.95
C -1.29 1.54 -1.05
C -0.43 -3.40 1.79
C -0.39 -1.90 -2.01
C 0.00 3.60 -1.76
C -1.39 3.03 -1.28
C 1.67 -2.53 2.22
C -0.14 -4.60 2.43
C -1.52 -3.07 -0.35
C -0.16 4.09 -3.24
C 1.13 -4.75 2.98
C 0.98 1.36 3.29
C -1.68 4.43 -3.34
C -1.01 -2.62 -2.98
C -1.98 -3.56 -2.62
C -2.14 -3.90 -1.28
B 3.28 0.95 -2.43
H 0.22 3.39 -3.94
H -2.55 2.59 -3.02
H 0.73 2.77 -1.67
H -2.46 -4.11 -3.38
H -1.76 3.47 -0.34
H 0.26 4.31 -1.04
H -0.74 -2.52 -3.96
H -0.76 -5.48 2.35
H 2.91 1.09 0.98
H -2.39 -3.87 1.26
H 2.83 -3.73 3.60
H 0.20 -1.05 -2.29
H -3.17 3.84 -2.03
H -0.45 2.00 4.61
H 2.72 2.25 3.28
H 1.09 2.77 4.77
H -2.22 4.33 -4.29
H 2.42 -1.75 2.09
H 0.43 5.01 -3.49
H -1.91 5.39 -2.84
H 3.60 0.25 2.31
H -2.71 -4.78 -0.93
H 1.45 -5.72 3.40
```

- Largest force on an atom: 3.88 eV Å⁻¹
- Charge: +3
- Expectation value of S²: 3.766
- Multiplicity: 4
- Gap between HOMO and LUMO (alpha / beta): 7.800 / 7.176 eV
- LUMO energy (alpha / beta): -9.35 / -9.99 eV
- Total energy: -1919.0758 hartree

---

(4)
A cluster of 3 separate species, C21H45BN2O11P2S in total in a non-equilibrium geometry. Source: OMol25; level of theory: the ωB97M-V functional and the def2-TZVPD basis.

The geometry in XYZ format:
```
83
Properties=species:S:1:pos:R:3
S -2.93 -1.86 0.14
P -5.86 -1.50 4.07
P -2.44 7.50 -1.21
O -1.00 8.21 -1.72
O -0.91 -0.20 -0.94
O 6.55 -1.95 -2.50
O -6.22 -2.96 4.83
O -6.75 -1.75 2.88
O -6.63 -0.66 5.24
O -1.64 6.28 -0.50
O 5.06 0.41 -2.89
O -3.86 7.05 -0.40
O -5.15 -0.08 3.50
O -2.91 7.14 -2.59
N -1.73 1.83 -0.40
N -2.61 0.86 0.02
C -2.11 -0.33 -0.29
C -5.03 7.78 -0.76
C 6.99 -3.54 -0.39
C 6.92 -0.76 -1.79
C -2.36 -3.19 -0.99
C -0.75 1.16 -0.97
C 3.82 -2.88 -2.85
C -0.88 -3.67 -0.76
C -2.14 4.95 -0.61
C 1.36 -2.96 -1.96
C 5.74 0.27 -1.63
C 2.39 -3.50 -3.01
C -4.38 -0.21 2.30
C -0.03 -3.71 -2.10
C 4.82 -3.81 -2.05
C 6.53 -2.94 0.97
C 4.75 -0.06 -0.47
C -6.24 -3.04 6.26
C 0.16 8.14 -0.89
C -7.44 0.45 4.88
C 5.53 -3.47 1.81
B 6.18 -3.01 -1.67
H 0.16 1.56 -1.45
H 8.06 -3.20 -0.52
H 0.66 7.19 -1.06
H -2.67 4.79 -1.55
H 1.73 -3.10 -0.92
H 4.25 -2.79 -3.88
H 4.84 0.73 0.32
H 4.90 -1.05 0.01
H -0.62 -3.27 -2.94
H -5.74 7.72 0.06
H 5.84 -4.07 2.70
H -3.02 -4.07 -0.78
H -7.21 -2.71 6.62
H -5.48 7.34 -1.65
H -2.80 4.73 0.23
H 4.44 -3.30 1.70
H -3.84 -1.15 2.29
H -2.53 -2.88 -2.04
H 3.84 -1.86 -2.42
H 7.05 -2.02 1.34
H 6.20 1.27 -1.39
H -3.67 0.61 2.26
H 5.17 -4.60 -2.78
H -8.24 0.53 5.62
H 2.43 -4.62 -3.00
H 1.17 -1.90 -2.24
H 2.02 -3.21 -4.03
H 5.77 0.60 -3.52
H 4.37 -4.32 -1.17
H -6.85 1.36 4.90
H 7.69 -0.24 -2.42
H -6.11 -4.09 6.54
H -7.89 0.32 3.89
H 7.04 -4.65 -0.30
H 0.22 -4.76 -2.41
H -0.09 8.25 0.16
H 0.84 8.94 -1.19
H -5.45 -2.45 6.70
H -4.81 8.83 -0.95
H 3.72 0.05 -0.89
H -0.34 -2.98 -0.07
H -5.04 -0.15 1.43
H -0.90 -4.71 -0.37
H -1.29 4.27 -0.57
H 7.39 -0.93 -0.80
```

- Largest force on an atom: 8.22 eV Å⁻¹
- Gap between HOMO and LUMO: 6.127 eV
- LUMO energy: -1.33 eV
- Total energy: -2869.8041 hartree

---

(5)
A structure of composition C2H5O3Pt in a non-equilibrium geometry. Source: OMol25; level of theory: the ωB97M-V functional and the def2-TZVPD basis.

The geometry in XYZ format:
```
11
Properties=species:S:1:pos:R:3
Pt -0.69 -0.28 -1.83
O 0.43 0.98 -2.11
O -0.60 -1.48 0.41
O -1.42 -0.91 -0.40
C 1.22 1.64 -1.43
C -0.64 -1.02 1.76
H 1.64 2.56 -1.87
H -0.06 -0.02 1.87
H -1.70 -0.89 1.97
H 1.86 1.12 -0.70
H -0.03 -1.73 2.34
```

- Largest force on an atom: 9.24 eV Å⁻¹
- Energy relative to the best compared isomer or geometry (same formula, charge and spin): 0.0 kcal per mole
- Charge: +2
- Expectation value of S²: 3.760
- Multiplicity: 4
- Gap between HOMO and LUMO (alpha / beta): 9.083 / 7.396 eV
- LUMO energy (alpha / beta): -10.78 / -13.82 eV
- Total energy: -423.1000 hartree

---

(6)
The molecule C8H9NOS in a non-equilibrium geometry. Source: OMol25; level of theory: the ωB97M-V functional and the def2-TZVPD basis.

The geometry in XYZ format:
```
20
Properties=species:S:1:pos:R:3
S -3.13 -0.49 -0.43
O -0.83 1.45 -0.34
N 2.95 -1.37 0.22
C 1.92 1.23 -0.16
C -3.46 0.53 1.03
C 3.27 0.99 -0.02
C 3.75 -0.31 0.17
C 1.64 -1.15 0.11
C -0.43 0.31 -0.24
C -1.40 -0.87 -0.17
C 1.05 0.10 -0.06
H 4.82 -0.53 0.39
H -3.27 -0.01 1.95
H -2.82 1.43 0.98
H -4.55 0.83 0.95
H 0.94 -2.01 0.22
H -1.31 -1.35 0.82
H -1.16 -1.63 -0.95
H 1.48 2.23 -0.27
H 3.97 1.85 0.00
```

- Largest force on an atom: 1.45 eV Å⁻¹
- Energy relative to the best compared isomer or geometry (same formula, charge and spin): 20.9 kcal per mole
- Gap between HOMO and LUMO: 8.573 eV
- LUMO energy: -0.16 eV
- Total energy: -838.4115 hartree